Formula: C49H43HfN2O3P2S
Source: OMol25
Level of theory: ωB97M-V/def2-TZVPD

Results
Energy relative to the best compared isomer or geometry (same formula, charge and spin) in kcal/mol: 0.00
LUMO level in eV: -2.863
Net charge: +1
Spin multiplicity: 1

Positions of all 101 atoms, in Å:
Hf  14.01  10.35  12.40
O  13.15  9.29  10.57
C  12.35  8.85  11.45
O  12.85  8.59  12.61
C  10.89  9.00  11.26
C  10.09  8.09  10.60
C  8.74  8.32  10.44
C  8.21  9.44  11.09
C  9.02  10.32  11.79
C  10.40  10.14  11.87
S  11.49  11.23  12.64
H  10.52  7.22  10.12
H  8.11  7.67  9.92
H  7.13  9.64  11.02
H  8.62  11.19  12.31
C  14.72  9.62  15.19
C  14.61  10.96  15.92
C  16.02  11.55  16.06
C  13.69  11.92  15.18
C  13.48  13.36  15.70
O  13.63  14.19  14.53
C  13.99  13.45  13.50
N  14.07  12.17  13.74
C  14.22  14.20  12.25
C  14.50  15.56  12.44
C  14.71  16.47  11.39
C  14.67  16.03  10.07
C  14.41  14.68  9.88
C  14.14  13.75  10.89
P  13.81  12.03  10.36
C  15.06  11.81  9.03
C  14.79  11.85  7.69
C  15.82  11.93  6.77
C  17.13  12.06  7.18
C  17.41  11.97  8.53
C  16.40  11.81  9.44
C  12.27  12.11  9.44
C  11.39  13.14  9.60
C  10.22  13.23  8.87
C  9.90  12.28  7.95
C  10.73  11.16  7.80
C  11.86  11.09  8.57
H  14.94  8.84  15.87
H  15.51  9.66  14.47
H  13.74  9.30  14.79
H  14.20  10.78  16.89
H  16.56  11.75  15.13
H  16.65  10.83  16.62
H  16.05  12.47  16.65
H  12.70  11.41  15.16
H  14.22  13.71  16.43
H  12.47  13.53  16.06
H  14.42  15.98  13.41
H  14.76  17.52  11.61
H  14.82  16.66  9.25
H  14.31  14.35  8.84
H  13.78  11.87  7.35
H  15.61  11.95  5.69
H  17.91  12.17  6.43
H  18.44  12.01  8.84
H  16.60  11.78  10.50
H  11.64  13.96  10.30
H  9.60  14.08  9.04
H  9.04  12.42  7.30
H  10.50  10.40  7.05
H  12.51  10.21  8.45
N  15.92  9.88  12.17
P  17.46  9.72  12.13
C  18.03  8.87  13.61
C  18.90  9.34  14.59
C  19.13  8.55  15.74
C  18.46  7.35  15.93
C  17.54  6.92  14.97
C  17.34  7.67  13.81
C  18.03  8.72  10.76
C  19.25  8.05  10.87
C  19.71  7.25  9.86
C  18.94  7.10  8.71
C  17.69  7.70  8.61
C  17.25  8.52  9.66
C  18.33  11.29  12.03
C  19.54  11.49  11.35
C  20.14  12.74  11.19
C  19.59  13.84  11.86
C  18.44  13.65  12.62
C  17.81  12.40  12.68
H  19.50  10.25  14.45
H  19.80  8.90  16.48
H  18.65  6.72  16.78
H  17.06  5.97  15.09
H  16.63  7.32  13.10
H  19.90  8.19  11.74
H  20.63  6.74  9.94
H  19.33  6.54  7.86
H  17.08  7.59  7.71
H  16.26  8.95  9.65
H  19.98  10.63  10.84
H  21.13  12.82  10.70
H  20.06  14.82  11.84
H  18.04  14.48  13.17
H  16.98  12.35  13.36